Record 1
C2H12O5 | ωB97M-V/def2-TZVPD

Last column: Mulliken charge in e.
Cartesian coordinates (Å):
C 1.802 1.905 0.812  -0.553
C 1.745 0.649 1.210  0.060
O 1.257 -0.385 0.445  -0.467
H 2.409 2.614 1.355  0.261
H 1.369 2.194 -0.137  0.088
H 2.069 0.257 2.171  0.332
H 0.394 -0.712 0.720  0.307
O -0.679 -2.747 -1.416  -0.634
H -1.164 -2.771 -2.238  0.303
H -1.014 -1.934 -0.994  0.363
O -1.135 -0.492 2.425  -0.629
H -1.808 -0.890 1.866  0.318
H -0.964 -1.047 3.186  0.304
O -1.743 -0.117 -0.568  -0.613
H -2.491 0.460 -0.720  0.267
H -0.986 0.375 -0.927  0.359
O -0.148 1.611 -2.367  -0.680
H 0.791 1.428 -2.228  0.301
H -0.148 2.468 -2.828  0.312

Output
* charge: 0
* orbital gap: 9.890 eV
* electronic energy: -12505.3127 eV
* highest occupied orbital energy: -0.3471 Eh
* spin multiplicity: 1
* SMILES: C=CO.O.O.O.O

Record 2
C2H12Si4 | ωB97M-V/def2-TZVPD

Last column: Mulliken charge in e.
Cartesian coordinates (Å):
C -1.756 1.406 -1.218  -1.208
C -0.861 0.645 1.777  -1.112
Si 3.520 -0.880 0.158  0.252
Si -1.560 -1.839 -0.150  0.101
Si 1.756 0.333 -0.431  0.257
Si -0.577 0.272 -0.078  0.342
H -1.254 1.745 -2.125  0.320
H -2.584 0.799 -1.560  0.362
H -2.179 2.182 -0.696  0.381
H -0.768 1.767 2.023  0.300
H -1.892 0.384 2.031  0.365
H 0.006 0.115 2.217  0.282
H 4.250 -0.562 1.222  -0.117
H 2.828 -2.221 0.251  -0.066
H -1.035 -3.020 0.581  -0.104
H -1.374 -2.571 -1.574  -0.083
H 1.925 1.764 -0.713  -0.145
H 1.556 -0.319 -1.716  -0.128

Output
* charge: 0
* orbital gap (alpha / beta): 6.091 / 6.884 eV
* electronic energy: -33773.9294 eV
* highest occupied orbital energy (alpha / beta): -0.2827 / -0.2976 Eh
* spin multiplicity: 1

Record 3
C2H13F3HfO5 | ωB97M-V/def2-TZVPD

Last column: Mulliken charge in e.
Cartesian coordinates (Å):
Hf 0.326 -0.340 -0.872  1.067
F 1.854 -1.285 -1.149  -0.531
F -0.453 -1.172 -2.315  -0.601
F -0.587 1.278 -0.988  -0.719
C -1.062 1.085 1.780  -1.007
C -0.026 -0.047 1.974  -0.242
O 0.657 -0.337 0.810  -0.519
H -1.497 1.402 2.728  0.441
H -1.895 0.939 1.092  0.182
H -0.644 1.986 1.329  0.229
H -0.597 -0.929 2.264  0.137
H 0.684 0.105 2.786  0.358
O 1.135 0.526 -2.297  -0.261
H 0.914 1.450 -2.415  0.304
H 1.449 0.243 -3.156  0.300
O 1.701 0.851 -0.394  -0.422
H 2.646 0.744 -0.287  0.337
H 1.547 1.784 -0.246  0.334
O -1.518 -0.473 -0.465  -0.294
H -1.950 -0.989 0.215  0.358
H -2.178 0.164 -0.738  0.329
O 0.022 -2.034 -0.059  -0.340
H -0.197 -2.889 -0.428  0.319
H -0.329 -2.060 0.831  0.242

Output
* charge: 0
* orbital gap: 8.626 eV
* electronic energy: -21976.1711 eV
* highest occupied orbital energy: -0.3070 Eh
* spin multiplicity: 1

Record 4
C2H13N2O2 | ωB97M-V/def2-TZVPD

Last column: Mulliken charge in e.
Cartesian coordinates (Å):
N -0.178 0.441 -0.515  -0.790
C 0.071 -1.021 -0.132  -1.100
C 1.348 -1.055 0.757  -0.534
N 1.499 -2.495 1.278  -0.512
H -0.271 0.940 0.383  0.564
H 0.730 0.731 -1.003  0.287
H -0.900 0.583 -1.197  0.815
H -0.935 -1.403 0.271  0.232
H 0.281 -1.650 -1.002  0.406
H 2.220 -0.772 0.202  0.215
H 1.234 -0.213 1.464  0.381
H 1.475 -3.278 0.515  0.209
H 2.048 -2.612 2.129  0.200
H -4.430 1.992 2.180  0.325
H -4.587 2.407 0.865  0.325
O -4.268 1.674 1.287  -0.695
H 2.272 1.959 -2.141  0.357
H 1.076 1.977 -3.098  0.505
O 1.314 1.797 -2.244  -1.192

Output
* charge: 0
* ⟨S²⟩: 0.7505
* orbital gap (alpha / beta): 3.862 / 10.051 eV
* electronic energy: -9355.5503 eV
* highest occupied orbital energy (alpha / beta): -0.1065 / -0.3415 Eh
* spin multiplicity: 2

Record 5
C2H13N2O3 | ωB97M-V/def2-TZVPD

Last column: Mulliken charge in e.
Cartesian coordinates (Å):
C 1.271 1.234 0.968  -0.762
N 0.882 -0.189 1.080  0.082
C 1.471 -1.040 0.051  -0.400
N 1.188 -0.543 -1.306  -0.259
H 0.575 1.826 1.673  0.346
H 1.350 1.642 -0.029  0.380
H 2.312 1.351 1.401  0.356
H -0.283 -0.141 1.172  0.363
H 1.076 -2.040 0.174  0.359
H 2.586 -1.061 0.139  0.399
H 1.713 -0.887 -2.027  0.265
H -1.483 1.206 -0.079  0.398
H -2.656 0.175 1.455  0.195
O -1.869 0.083 0.910  -0.782
H -2.312 -2.296 -1.191  0.342
H -1.837 -1.073 -0.119  0.423
O -1.499 -1.666 -0.872  -0.690
H 0.172 -0.607 -1.503  0.243
H -1.660 2.307 -1.152  0.304
O -0.997 1.718 -0.746  -0.561

Output
* charge: +1
* orbital gap: 4.695 eV
* electronic energy: -11393.5916 eV
* highest occupied orbital energy: -0.5366 Eh
* spin multiplicity: 1

Record 6
C2H13NO3S | ωB97M-V/def2-TZVPD

Last column: Mulliken charge in e.
Cartesian coordinates (Å):
C -1.084 -1.300 -0.010  -0.465
C -0.154 -0.264 0.780  -0.524
S 1.508 -0.333 0.708  -0.251
N -2.490 -1.226 0.414  -0.582
H 0.485 2.408 -2.159  -0.060
H -1.016 -0.875 -1.000  0.400
H -0.529 0.698 0.411  0.308
H -0.552 -0.345 1.752  0.444
H -0.051 2.255 -2.690  0.058
H -3.021 -1.918 -0.172  0.278
H -0.761 -2.310 0.069  0.478
H -2.823 2.090 -0.563  0.236
H -2.777 -0.265 0.184  0.402
O -2.376 1.173 -0.572  -0.726
H 3.542 0.987 2.811  0.308
H 3.015 -0.201 3.074  0.294
O 3.797 0.180 3.281  -0.584
H 2.346 -0.461 -2.555  0.294
H 1.514 -0.120 -1.394  0.249
O 1.426 -0.175 -2.370  -0.559

Output
* charge: 0
* orbital gap: 4.546 eV
* electronic energy: -20744.9579 eV
* highest occupied orbital energy: -0.3455 Eh
* spin multiplicity: 1

Record 7
C2H13NO3S | ωB97M-V/def2-TZVPD

Last column: Mulliken charge in e.
Cartesian coordinates (Å):
N -1.094 0.348 -0.985  -0.669
C -0.592 -0.327 0.227  -0.566
C -1.579 -1.366 0.719  -0.628
S -0.725 -2.762 1.612  -0.214
H -0.287 0.558 -1.570  0.227
H -1.630 1.205 -0.862  0.217
H 0.381 -0.751 -0.012  0.457
H -0.337 0.439 0.962  0.252
H -2.248 -1.855 0.009  0.397
H -2.389 -0.877 1.277  0.369
H 0.429 -2.678 0.963  0.118
O 3.993 4.475 -2.051  -0.638
H 4.535 5.216 -2.325  0.321
H 3.277 4.778 -1.510  0.316
O 0.580 -2.263 -2.209  -0.646
H -0.215 -1.738 -2.200  0.332
H 0.305 -3.190 -2.184  0.314
O -0.859 0.645 3.360  -0.627
H -1.152 0.043 4.050  0.320
H -0.393 0.099 2.729  0.347

Output
* charge: 0
* orbital gap: 9.957 eV
* electronic energy: -20752.0393 eV
* highest occupied orbital energy: -0.3410 Eh
* spin multiplicity: 1
* SMILES: NCCS.O.O.O

Record 8
C2H13NO4 | ωB97M-V/def2-TZVPD

Last column: Mulliken charge in e.
Cartesian coordinates (Å):
C 0.510 0.112 -1.813  -0.731
N -0.858 0.493 -1.494  -0.284
C -1.398 -0.197 -0.342  -0.500
O -1.360 -1.626 -0.411  -0.601
H 1.180 0.389 -1.001  0.211
H 0.850 0.671 -2.687  0.366
H 0.685 -0.947 -2.035  0.275
H -1.451 0.250 -2.294  0.257
H -0.857 0.091 0.549  0.305
H -2.438 0.106 -0.209  0.372
H -1.867 -1.902 -1.176  0.313
O 1.791 0.713 1.622  -0.640
H 2.316 0.694 2.446  0.294
H 1.658 -0.268 1.497  0.359
O 1.135 -2.008 0.775  -0.657
H 0.300 -2.040 0.304  0.346
H 1.385 -2.932 0.933  0.289
O -0.287 2.758 1.227  -0.659
H -0.661 2.566 0.350  0.329
H 0.443 2.126 1.360  0.358

Output
* charge: 0
* orbital gap: 10.208 eV
* electronic energy: -11965.0275 eV
* highest occupied orbital energy: -0.3598 Eh
* spin multiplicity: 1
* SMILES: CNCO.O.O.O

Record 9
C2H13NO5 | ωB97M-V/def2-TZVPD

Last column: Mulliken charge in e.
Cartesian coordinates (Å):
C 2.204 -0.226 -0.640  -0.739
N 1.227 -0.839 -1.362  -0.171
C 0.884 -0.341 -2.679  -0.935
O 2.971 0.586 -1.116  -0.483
H 2.235 -0.661 0.373  0.722
H 0.421 -1.130 -0.820  0.412
H 1.606 -0.614 -3.448  0.250
H 0.714 0.733 -2.639  0.299
H -0.064 -0.773 -2.992  0.371
H 1.444 1.225 0.978  0.407
H 1.107 2.350 2.076  0.395
O 1.072 1.418 1.843  -0.861
H -2.018 0.491 1.897  0.358
H -0.778 1.410 1.625  0.379
O -1.703 1.245 1.362  -0.840
H -2.527 0.161 -1.377  0.329
H -1.473 0.729 -0.353  0.369
O -1.599 0.412 -1.275  -0.794
H -1.249 -2.524 2.791  0.607
H -2.687 -1.938 3.028  0.671
O -1.788 -1.715 2.727  -1.748

Output
* charge: -1
* ⟨S²⟩: 0.7504
* orbital gap (alpha / beta): 2.609 / 10.331 eV
* electronic energy: -14012.1477 eV
* highest occupied orbital energy (alpha / beta): 0.0239 / -0.2635 Eh
* spin multiplicity: 2

Record 10
C2H13NO5 | ωB97M-V/def2-TZVPD

Last column: Mulliken charge in e.
Cartesian coordinates (Å):
C 0.947 -1.765 0.954  -1.541
C 1.342 -0.550 0.155  -0.624
N 1.194 0.636 0.787  -0.206
O 1.811 -0.588 -0.978  -0.208
H 1.668 -1.968 1.738  0.419
H 0.904 -2.623 0.278  0.409
H -0.102 -1.640 1.238  0.406
H 1.412 1.452 0.233  0.151
H 0.988 0.768 1.759  0.412
H 0.653 -1.559 -2.608  0.245
H 1.068 -0.261 -3.137  0.298
O 0.665 -1.080 -3.450  -0.412
H -1.703 0.467 -1.678  0.221
H -1.178 -0.932 -1.292  0.083
O -1.318 -0.032 -0.946  -0.131
H -2.891 0.061 2.169  0.445
H -1.543 -0.388 2.643  0.361
O -2.476 -0.453 2.875  -1.015
H -0.869 2.797 -0.148  0.359
H 0.011 3.961 -0.654  0.463
O -0.582 3.698 0.062  -1.135

Output
* charge: -1
* ⟨S²⟩: 0.7506
* orbital gap (alpha / beta): 3.160 / 10.277 eV
* electronic energy: -14012.4623 eV
* highest occupied orbital energy (alpha / beta): 0.0180 / -0.2566 Eh
* spin multiplicity: 2

Record 11
C2H13NO5 | ωB97M-V/def2-TZVPD

Last column: Mulliken charge in e.
Cartesian coordinates (Å):
C -0.102 -2.113 -0.381  -0.777
N 1.270 -2.545 -0.187  -0.136
C 2.221 -1.596 -0.040  -0.048
O 1.970 -0.427 0.209  -0.550
H -0.827 -2.852 -0.695  0.332
H -0.104 -1.284 -1.099  0.271
H -0.420 -1.618 0.504  0.262
H 1.605 -3.427 -0.533  0.256
H 3.272 -1.913 -0.062  0.371
O -1.707 2.498 -1.079  -0.594
H -2.454 3.048 -1.375  0.301
H -1.274 3.159 -0.519  0.306
O 0.917 2.741 0.351  -0.639
H 1.066 1.803 0.521  0.342
H 1.292 2.942 -0.509  0.308
O -3.734 -0.175 -1.517  -0.627
H -2.917 0.296 -1.752  0.320
H -3.371 -1.072 -1.598  0.304
O 1.149 0.875 3.611  -0.630
H 1.852 0.718 2.976  0.317
H 0.297 0.942 3.173  0.310

Output
* charge: 0
* orbital gap: 10.892 eV
* electronic energy: -14012.4221 eV
* highest occupied orbital energy: -0.3839 Eh
* spin multiplicity: 1
* SMILES: CNC=O.O.O.O.O

Record 12
C2H13O4S | ωB97M-V/def2-TZVPD

Last column: Mulliken charge in e.
Cartesian coordinates (Å):
C 2.149 1.093 -1.037  -1.021
C 1.455 -0.159 -0.452  -0.154
S 0.066 0.284 0.613  -0.706
H 2.811 1.484 -0.264  0.207
H 2.711 0.881 -1.954  0.330
H 1.390 1.874 -1.148  0.310
H 1.092 -0.836 -1.231  0.242
H 2.267 -0.734 -0.004  -0.052
H -4.241 0.091 2.757  0.318
H -3.608 -0.816 1.724  0.322
O -4.392 -0.726 2.267  -0.651
H -2.966 -2.357 -0.458  0.287
H -1.623 -1.975 0.241  0.301
O -2.021 -2.261 -0.595  -0.612
H 4.705 0.340 -0.549  0.326
H 4.437 -1.064 -0.210  0.357
O 5.176 -0.502 -0.482  -0.685
H -1.951 2.000 -1.823  0.274
H -1.290 1.351 -0.536  0.238
O -1.892 2.086 -0.870  -0.629

Output
* charge: -1
* orbital gap: 6.756 eV
* electronic energy: -21311.4409 eV
* highest occupied orbital energy: -0.1220 Eh
* spin multiplicity: 1

Record 13
C2H13O7Zn | ωB97M-V/def2-TZVPD

Last column: Mulliken charge in e.
Cartesian coordinates (Å):
Zn -0.348 -0.224 -0.617  0.862
C 1.659 0.747 2.429  -0.741
C 2.149 0.732 0.979  0.557
O 1.572 -0.041 0.127  -0.692
O 3.077 1.482 0.678  -0.611
H 1.106 -0.167 2.664  0.208
H 0.937 1.540 2.643  0.173
H 2.500 0.861 3.107  0.334
O -0.956 -1.483 1.039  -0.389
H -1.453 -1.065 1.754  0.278
H -0.855 -2.403 1.313  0.266
O -0.114 0.847 -2.452  -0.412
H -0.556 0.584 -3.269  0.294
H 0.604 1.435 -2.728  0.292
O -0.810 1.491 0.389  -0.375
H -1.455 1.681 1.083  0.274
H -0.477 2.357 0.111  0.291
O 0.362 -1.922 -1.569  -0.400
H 0.959 -2.497 -1.067  0.314
H 0.362 -2.277 -2.466  0.279
O -2.385 -0.508 -1.264  -0.393
H -2.794 -1.326 -1.579  0.298
H -3.085 0.157 -1.306  0.292

Output
* charge: +1
* orbital gap: 7.249 eV
* electronic energy: -65030.8118 eV
* highest occupied orbital energy: -0.4096 Eh
* spin multiplicity: 1